Here is a single C2H4Br3P molecule in a non-equilibrium geometry from the OMol25 dataset. Energies are from ωB97M-V with the def2-TZVPD basis set.

The geometry in XYZ format:
```
10
Properties=species:S:1:pos:R:3:forces:R:3
C -1.41847 0.02204 0.32398 -1.2 -0.7 0.3
C -0.38368 -0.08133 -0.77901 1.2 2.4 -0.7
P 1.21262 0.01100 -0.20864 -1.5 -1.4 0.5
Br 2.15311 1.32637 1.34832 0.0 0.2 0.0
Br 2.57516 0.06919 -1.81228 0.7 0.1 -0.8
Br 1.50954 -1.93815 0.79936 0.3 0.2 0.1
H -1.74842 1.00647 0.66667 0.5 0.2 -0.2
H -2.35753 -0.50981 0.13925 0.0 0.1 -1.0
H -1.17237 -0.56470 1.20743 0.8 0.2 0.2
H -0.36996 0.65892 -1.68507 -0.6 -1.3 1.6
```
Forces are in eV/Å.

E ... -221554.82460 eV
SMILES ... CC=P(Br)(Br)Br
Net charge ... 0
ΔE to the lowest compared entry with this formula, charge and spin ... 22.8 kcal/mol

Charges in e, computed with natural (NBO), in the same order as the atoms:
1. C -0.66
2. C -0.82
3. P 1.00
4. Br -0.20
5. Br -0.07
6. Br -0.16
7. H 0.21
8. H 0.23
9. H 0.22
10. H 0.24